Here is a 2-piece molecular cluster, C4H4S overall at a distorted geometry from the Open Molecules 2025 dataset. Energies are from the ωB97M-V functional and the def2-TZVPD basis.

```
! RIJCOSX wB97M-V def2-TZVPD def2/J DEFGRID3
* xyz 0 1
C 1.95 -0.16 -0.46
C 1.43 -0.05 0.69
S 0.93 0.07 2.21
H 2.66 -0.99 -0.68
H 1.29 0.16 -1.22
C -2.00 0.03 -0.70
C -2.07 0.54 0.40
H -2.33 -0.72 -1.41
H -1.86 1.12 1.17
*
```

HOMO level: -8.795 eV
SMILES string: C=C=S.C#C
Energy: -552.84083 Eh
ΔE to the lowest compared entry with this formula, charge and spin: 94.9 kcal/mol
Lowest unoccupied orbital energy: -0.141 eV